88
Properties=species:S:1:pos:R:3:forces:R:3:mulliken_charge:R:1 method="wB97M-V/def2-TZVPD" de_lowest_kcal_mol=23.3 multiplicity=5 max_force_ha_per_bohr=0.0899 s2=6.193 lumo_ev="3.04 / 3.05" charge=-2
Fe 0.915 -0.407 0.771 0.2 1.6 -1.1 0.406
Br -4.286 4.633 -6.790 -0.4 -0.4 -0.8 -0.284
C -4.114 4.831 -4.935 0.7 -0.4 1.5 0.168
C -4.863 4.106 -3.972 -0.2 0.9 0.3 -0.277
C -4.585 4.337 -2.597 0.2 -0.9 -2.3 -0.490
C -3.432 5.044 -2.236 0.7 1.5 2.2 0.011
C -2.799 5.904 -3.202 -0.6 -1.4 0.5 -0.695
C -3.029 5.642 -4.529 1.1 -0.1 -1.2 -0.106
N -2.961 4.830 -0.932 -1.7 -0.6 -1.2 -0.231
N -1.764 5.291 -0.686 1.6 1.3 -0.7 -0.536
C -0.901 4.597 0.095 -1.0 0.3 -0.6 0.076
C 0.490 4.805 -0.198 -0.6 -0.5 0.6 -0.663
C 1.371 3.744 -0.128 -0.1 0.8 1.2 -0.945
C 0.984 2.531 0.480 0.8 -1.6 -1.7 0.601
O 1.746 1.470 0.532 0.9 0.4 0.1 -0.285
C -0.366 2.325 0.801 -1.6 0.9 0.9 0.094
N -0.672 1.088 1.266 -0.6 -0.4 1.2 -0.170
C -1.884 0.897 1.795 1.1 0.6 -1.4 -0.489
C -2.899 1.844 1.627 -0.7 0.7 0.0 -1.204
C -2.679 3.133 1.146 1.6 0.3 -0.1 -0.612
C -1.325 3.403 0.766 -0.1 -1.0 -0.2 0.437
H -5.652 3.379 -4.284 0.7 0.8 0.3 0.294
H -5.058 3.747 -1.839 -0.3 -0.2 0.3 0.358
H -2.081 6.600 -2.834 0.8 0.0 -0.1 0.425
H -2.172 5.843 -5.277 -1.9 0.4 0.9 0.191
H 0.773 5.796 -0.511 0.1 0.0 -0.5 0.391
H 2.405 3.869 -0.398 0.3 0.0 -0.1 0.422
H -1.991 -0.054 2.291 -0.5 0.0 -0.2 0.943
H -3.922 1.547 1.721 -0.5 -0.3 0.8 0.430
H -3.415 3.975 1.069 0.6 -1.5 0.1 0.374
O 1.633 -0.408 2.741 0.7 -3.5 2.9 -0.358
C 1.942 -1.439 3.473 -2.0 2.8 -1.9 -0.790
C 2.320 -2.728 2.933 0.3 -0.5 0.1 1.241
C 2.667 -3.793 3.825 -0.5 2.2 -2.1 -0.388
C 3.068 -4.979 3.263 -0.1 -0.2 2.1 -0.254
C 3.195 -5.244 1.901 -0.5 0.5 -0.4 -0.476
C 2.880 -4.263 1.017 -1.2 0.4 -1.6 -0.680
C 2.325 -2.965 1.484 0.4 0.6 -1.2 0.126
O 1.926 -2.131 0.586 0.5 -1.6 1.5 -0.142
N 3.107 -6.072 4.196 -0.8 -0.1 0.4 0.950
O 3.160 -7.220 3.714 0.3 1.0 1.5 -0.651
O 2.932 -5.768 5.401 0.7 -1.7 -1.6 -0.639
H 1.739 -1.346 4.602 0.8 -0.1 -1.4 0.102
H 2.570 -3.578 4.877 0.1 -0.4 0.1 0.492
H 3.419 -6.269 1.669 0.2 -0.1 -0.5 0.484
H 2.770 -4.455 -0.123 0.5 0.4 2.2 0.256
F -0.046 -1.974 -5.098 0.6 0.5 -0.2 -0.361
C 0.185 -1.271 -3.935 -0.3 -0.7 1.5 0.297
C 1.475 -0.910 -3.479 0.3 0.0 -2.3 -0.613
C 1.620 -0.386 -2.203 -0.3 -0.6 -0.7 -0.189
C 0.556 -0.431 -1.308 0.5 0.5 3.0 0.128
C -0.708 -0.728 -1.751 -1.4 -0.3 -1.2 0.213
C -0.919 -1.173 -3.083 0.1 0.4 0.3 -0.458
H 2.390 -0.964 -4.175 -1.6 0.0 1.0 0.225
H 2.606 0.009 -1.988 0.0 -0.1 0.6 0.395
H -1.620 -0.599 -1.103 1.1 -0.3 -0.5 0.084
H -1.939 -1.452 -3.408 0.8 0.1 -0.1 0.366
Cl 6.514 1.206 4.054 -0.9 0.0 0.7 -0.220
C 6.897 0.864 2.436 1.6 -1.2 -2.0 0.180
C 8.239 0.977 2.139 1.7 1.2 -0.1 -0.467
C 8.703 0.886 0.811 0.6 -0.1 0.0 -0.384
C 7.801 0.626 -0.236 1.3 -0.1 0.9 -0.529
C 6.509 0.276 0.071 -0.9 0.0 -1.4 -0.333
C 6.027 0.351 1.394 -0.8 1.0 2.2 1.203
C 4.691 0.119 1.789 -0.7 -0.7 -1.9 -0.825
H 8.973 1.328 2.923 -1.0 -0.6 -0.8 0.264
H 9.804 0.964 0.569 -1.4 0.2 0.5 0.269
H 8.243 0.653 -1.223 -0.5 -0.3 -0.2 0.367
H 5.828 -0.041 -0.771 0.6 0.4 1.3 0.317
H 3.915 0.057 0.975 0.7 -0.1 1.3 -0.098
H 4.447 -0.132 2.819 -0.1 0.4 -0.3 0.174
C -5.578 -5.011 -0.127 2.4 -2.5 0.7 -1.551
C -5.052 -3.683 0.076 2.2 2.3 0.8 0.599
C -5.603 -2.520 -0.347 -1.7 0.0 -0.6 -0.945
C -4.927 -1.296 -0.241 1.8 0.1 1.4 1.233
N -3.702 -1.217 0.330 -2.0 0.9 -1.0 0.070
C -3.142 -2.325 0.834 2.3 -0.2 0.5 -0.346
S -1.557 -2.417 1.578 -2.0 -0.2 -0.8 -0.362
N -3.805 -3.510 0.680 -1.1 -2.0 0.2 0.028
C -5.663 -0.089 -0.750 0.1 0.6 -0.2 -1.419
H -5.094 -5.499 -1.001 -0.1 0.3 0.5 0.278
H -6.585 -5.036 -0.308 -2.6 0.2 -0.4 0.428
H -5.373 -5.677 0.753 -0.1 0.5 -0.7 0.366
H -6.621 -2.441 -0.766 0.6 -0.6 0.1 0.363
H -3.344 -4.296 1.178 -0.4 0.7 -0.8 0.314
H -5.065 0.829 -0.674 0.0 -0.4 -0.1 0.306
H -6.611 0.094 -0.201 0.6 -0.4 -0.1 0.339
H -5.960 -0.254 -1.806 0.3 0.1 0.5 0.385

85
Properties=species:S:1:pos:R:3:forces:R:3:mulliken_charge:R:1 method="wB97M-V/def2-TZVPD" de_lowest_kcal_mol=11.9 multiplicity=2 max_force_ha_per_bohr=0.0235 s2=0.772 lumo_ev="3.52 / 3.52" charge=-2
Hg 0.633 0.156 1.999 0.3 0.2 -1.0 2.624
O -4.665 -0.854 0.344 0.0 0.0 -0.1 -0.730
C -4.363 0.164 -0.480 0.0 0.0 0.0 0.331
C -5.285 0.521 -1.465 -0.1 -0.1 0.0 -0.676
C -5.025 1.556 -2.342 0.0 -0.1 0.1 -0.334
C -3.845 2.274 -2.237 0.1 0.2 -0.1 -0.952
C -2.930 1.936 -1.257 0.0 0.0 0.1 -0.404
C -3.162 0.887 -0.374 0.0 0.0 0.0 0.423
C -2.116 0.580 0.649 0.1 0.3 0.0 0.538
O -1.107 1.315 0.719 -0.2 0.1 0.2 -0.634
N -2.396 -0.475 1.410 -0.4 -0.4 0.0 -0.713
N -1.454 -0.791 2.348 -0.1 -0.3 0.2 0.390
C -1.690 -1.845 3.055 -0.4 0.5 -0.5 -1.174
C -0.826 -2.398 4.053 0.4 0.0 0.4 0.884
C -1.110 -3.681 4.536 0.0 0.1 0.0 -0.577
C -0.276 -4.342 5.409 -0.2 -0.4 0.1 -0.682
C 0.894 -3.708 5.834 0.1 0.0 0.0 -0.514
C 1.195 -2.444 5.406 0.2 -0.1 0.1 -0.504
C 0.358 -1.720 4.506 -0.1 0.1 0.2 0.118
O 0.674 -0.536 4.171 -0.1 -0.2 0.6 -0.709
H -3.845 -0.951 0.940 -0.1 0.0 0.0 0.572
H -6.205 -0.042 -1.529 -0.1 -0.1 0.0 0.388
H -5.746 1.801 -3.112 0.0 0.0 0.0 0.361
H -3.641 3.091 -2.915 0.1 0.0 -0.1 0.404
H -2.003 2.482 -1.146 0.1 0.0 0.0 0.373
H -2.616 -2.399 2.840 0.1 0.1 0.0 0.180
H -2.001 -4.181 4.172 -0.1 0.0 0.0 0.356
H -0.506 -5.347 5.744 0.0 0.0 0.0 0.376
H 1.572 -4.232 6.501 0.0 0.0 0.0 0.366
H 2.108 -1.951 5.714 0.0 0.1 0.0 0.433
C -1.361 2.990 3.176 0.0 -0.3 -0.1 -1.504
C -0.033 3.510 2.733 0.2 -0.5 0.0 1.018
C 0.130 4.892 2.541 0.5 0.6 -0.2 -0.836
C 1.364 5.386 2.214 -0.5 -0.1 0.1 -0.814
C 2.462 4.505 2.118 -0.2 -0.3 0.0 1.039
C 3.774 4.964 1.919 0.4 0.1 0.0 -0.835
C 4.813 4.063 1.909 -0.2 0.7 -0.1 -0.525
C 4.568 2.703 2.024 -0.4 -0.2 0.1 -0.665
C 3.279 2.195 2.147 0.4 -0.4 -0.1 1.009
S 3.084 0.483 2.174 0.3 -0.3 0.0 -0.643
C 2.189 3.113 2.257 0.5 0.7 0.0 -0.983
N 0.955 2.660 2.549 -0.6 0.3 0.2 -0.097
H -1.743 3.585 4.007 0.0 0.0 0.1 0.602
H -1.250 1.951 3.477 -0.1 0.0 0.1 -0.006
H -2.073 3.032 2.352 0.0 0.0 0.0 0.166
H -0.723 5.549 2.667 0.0 0.0 0.0 0.400
H 1.512 6.446 2.041 0.0 0.0 0.1 0.364
H 3.939 6.029 1.811 0.1 0.0 0.0 0.315
H 5.829 4.415 1.786 0.1 0.0 0.0 0.339
H 5.390 2.002 2.015 0.0 -0.1 -0.1 0.421
N -0.356 -0.936 -5.494 -0.1 -0.2 0.3 0.073
C -0.211 -0.559 -6.797 0.0 0.1 -0.5 0.559
C -0.603 -1.132 -7.990 0.0 -0.1 0.2 -0.932
C -0.276 -0.452 -9.162 0.0 0.0 -0.4 -0.432
C 0.423 0.748 -9.125 0.0 0.0 -0.4 -0.339
C 0.833 1.323 -7.934 0.0 0.0 0.2 -0.827
C 0.514 0.666 -6.745 -0.1 -0.2 0.0 0.426
N 0.796 0.990 -5.462 0.3 0.6 -0.2 -0.759
C 0.278 0.025 -4.706 0.1 -0.2 1.2 -0.195
C 0.400 -0.062 -3.297 -0.1 0.0 -0.9 1.262
C -0.170 -1.094 -2.515 -0.1 -0.3 0.2 -1.164
C 0.068 -1.134 -1.164 -0.1 -0.2 -0.3 -0.073
N 0.829 -0.250 -0.509 0.0 -0.2 0.7 0.193
C 1.336 0.760 -1.232 0.1 0.2 -0.4 -0.359
C 1.161 0.895 -2.583 0.2 0.3 0.3 -1.120
H -0.826 -1.756 -5.154 0.1 0.1 0.0 0.140
H -1.134 -2.076 -8.024 -0.1 0.0 0.0 0.351
H -0.570 -0.867 -10.118 0.0 0.0 0.0 0.346
H 0.656 1.245 -10.060 0.0 0.0 -0.1 0.339
H 1.389 2.248 -7.910 0.0 0.1 0.0 0.407
H -0.793 -1.857 -2.963 -0.1 -0.1 0.0 0.142
H -0.363 -1.915 -0.549 -0.1 -0.1 0.0 0.144
H 1.919 1.483 -0.673 0.1 0.1 0.0 0.302
H 1.592 1.718 -3.131 0.1 0.1 0.0 0.436
Br 2.248 -7.146 2.604 0.0 0.2 0.1 -0.215
C 1.763 -5.336 2.246 -0.1 0.3 -0.2 0.162
C 0.454 -5.032 1.901 0.4 -0.3 0.0 -0.897
C 0.176 -3.713 1.591 0.2 0.2 -0.1 -0.205
N 1.077 -2.732 1.617 0.0 -0.4 0.0 0.313
C 2.323 -3.048 1.960 -0.3 0.2 -0.1 -0.218
C 2.723 -4.332 2.280 -0.1 -0.7 0.1 -0.800
H -0.316 -5.791 1.864 0.0 0.0 0.0 0.442
H -0.832 -3.434 1.313 0.0 0.0 -0.1 0.541
H 3.029 -2.230 1.974 0.1 0.1 0.0 0.229
H 3.746 -4.558 2.540 0.1 0.1 0.0 0.455